The following is a DFT calculation (ωB97M-V with the def2-TZVPD basis set) of an isolated molecule of C15H33ClN2O.

Computed properties:
Highest occupied orbital energy = -0.3223 Ha
DFT total energy = -33632.6981 eV
F_max = 2.70 eV/Å
Frontier orbital gap = 9.459 eV
SMILES string = CCCCCCCN[C@H](COCC[C@@H](C)Cl)NCC

Structure (ORCA input):
```
! wB97M-V def2-TZVPD RIJCOSX def2/J DEFGRID3
* xyz 0 1
C -3.17 2.22 0.75
C -2.90 2.35 -0.88
C -3.99 1.41 -1.71
C -3.11 0.36 -2.64
C -2.94 -1.09 -1.81
C -1.52 -1.73 -2.32
C -0.68 -2.56 -1.17
N -0.49 -1.82 0.13
C 0.98 -1.45 0.37
C 1.37 -0.28 -0.68
O 0.55 0.92 -0.29
C 1.41 2.00 0.19
C 2.22 1.69 1.58
C 1.49 2.22 2.95
C 0.87 1.04 3.90
Cl 2.86 3.03 3.98
N 1.85 -2.67 0.44
C 3.02 -2.69 -0.49
C 4.35 -1.83 0.06
H -3.99 3.01 1.08
H -3.50 1.12 1.01
H -2.13 2.44 1.27
H -1.78 2.03 -1.05
H -3.02 3.48 -1.26
H -4.64 0.73 -1.00
H -4.63 2.06 -2.45
H -3.66 0.20 -3.68
H -2.07 0.86 -2.87
H -3.04 -0.96 -0.65
H -3.82 -1.77 -2.23
H -0.84 -0.94 -2.88
H -1.81 -2.54 -3.16
H -1.32 -3.53 -0.93
H 0.30 -2.94 -1.68
H -0.86 -2.36 0.96
H 0.99 -0.96 1.46
H 2.48 0.09 -0.68
H 1.08 -0.49 -1.81
H 2.21 2.26 -0.65
H 0.79 2.99 0.35
H 3.26 2.28 1.50
H 2.54 0.55 1.71
H 0.72 3.09 2.75
H 0.92 -0.04 3.44
H -0.25 1.27 4.17
H 1.46 0.99 4.94
H 2.21 -2.82 1.43
H 3.41 -3.82 -0.49
H 2.78 -2.47 -1.63
H 4.98 -1.38 -0.84
H 5.05 -2.55 0.66
H 4.02 -0.97 0.82
*
```